{"formula": "C25H45GeN3O4PtS3Si", "method": "the ωB97M-V functional and the def2-TZVPD basis", "elements": ["Pt", "C", "C", "N", "C", "C", "S", "C", "C", "S", "C", "N", "C", "H", "H", "H", "H", "H", "H", "H", "H", "O", "C", "N", "C", "Ge", "C", "C", "C", "H", "H", "H", "H", "H", "H", "H", "H", "H", "H", "C", "C", "C", "C", "O", "Si", "S", "O", "C", "C", "C", "C", "O", "C", "C", "C", "C", "H", "H", "H", "H", "H", "H", "H", "H", "H", "H", "H", "H", "H", "H", "H", "H", "H", "H", "H", "H", "H", "H", "H", "H", "H", "H", "H"], "positions_angstrom": [[1.4608, -2.2970, -0.0689], [3.8211, -0.8902, 2.4810], [2.8347, -1.9472, 2.8279], [2.0459, -2.5527, 2.0075], [1.1864, -3.4457, 2.6217], [1.3823, -3.5652, 3.9818], [2.6345, -2.4750, 4.4823], [0.2404, -4.1276, 1.8128], [-0.5934, -5.1721, 2.2049], [-1.4764, -5.7588, 0.8201], [-0.6838, -4.5497, -0.1838], [0.1522, -3.7864, 0.4772], [-1.0082, -4.5015, -1.6331], [3.3100, -0.1141, 1.9078], [4.6238, -1.2912, 1.8596], [4.2471, -0.4600, 3.3865], [0.8361, -4.1585, 4.6934], [-0.7151, -5.6206, 3.1743], [-1.2358, -5.5035, -2.0025], [-0.1590, -4.0806, -2.1716], [-1.8754, -3.8622, -1.8273], [5.0991, -0.1257, -0.9463], [4.0182, -0.6197, -0.7356], [2.9526, -1.0738, -0.5343], [2.5792, -0.2056, -4.0967], [1.9379, -1.9990, -3.4971], [0.9540, -2.6668, -5.1208], [3.5705, -3.1168, -3.3782], [0.8407, -2.0741, -1.9344], [3.1688, -0.2967, -5.0117], [3.2032, 0.2313, -3.3155], [1.7379, 0.4641, -4.2856], [1.4815, -2.3736, -6.0320], [-0.0524, -2.2433, -5.1626], [0.8623, -3.7553, -5.1149], [4.0998, -3.1527, -4.3334], [3.3302, -4.1362, -3.0711], [4.2385, -2.6929, -2.6268], [-0.1728, -1.6815, -2.0661], [-0.7921, 2.8171, 3.9809], [-0.2925, 3.4953, 2.7014], [1.2317, 3.3811, 2.6003], [-0.6928, 4.9743, 2.7268], [-0.9067, 2.9470, 1.5479], [-1.1247, 1.3547, 1.0398], [0.1849, -0.0183, 1.7779], [-2.6674, 0.9449, 1.5120], [-3.9353, 1.1734, 0.9327], [-4.1238, 2.6555, 0.5863], [-4.1278, 0.3034, -0.3162], [-4.9625, 0.7578, 1.9890], [-1.2647, 1.5620, -0.6022], [-0.3581, 2.1074, -1.5507], [-0.5007, 3.6369, -1.5722], [-0.7736, 1.5449, -2.9117], [1.0862, 1.7112, -1.2527], [-0.3913, 3.3227, 4.8639], [-0.4794, 1.7726, 3.9798], [-1.8845, 2.8469, 4.0063], [1.7158, 3.8264, 3.4741], [1.5828, 3.8892, 1.6982], [1.4960, 2.3249, 2.5356], [-0.2227, 5.4802, 3.5738], [-1.7780, 5.0630, 2.8156], [-0.3795, 5.4637, 1.8019], [-3.3930, 2.9459, -0.1680], [-3.9484, 3.2619, 1.4775], [-5.1342, 2.8440, 0.2131], [-3.3490, 0.5371, -1.0375], [-5.1122, 0.4724, -0.7618], [-4.0286, -0.7488, -0.0417], [-4.8633, 1.3876, 2.8757], [-4.7756, -0.2761, 2.2820], [-5.9781, 0.8447, 1.5941], [-1.5077, 3.9132, -1.8984], [0.2273, 4.0832, -2.2546], [-0.3491, 4.0210, -0.5655], [-1.8385, 1.7272, -3.0756], [-0.5897, 0.4690, -2.9400], [-0.2052, 2.0267, -3.7108], [1.4206, 2.1775, -0.3245], [1.7447, 2.0230, -2.0675], [1.1636, 0.6307, -1.1232]], "atomic_forces_ev_per_a": [[0.2268, -0.5610, -0.3644], [-0.0465, 0.0584, -0.1375], [0.1249, -0.1179, 0.5803], [-0.2249, 0.2051, -0.3979], [-0.4017, -0.4231, -0.0202], [0.2268, 0.0348, 0.2570], [-0.0577, 0.0542, -0.5325], [0.4501, 0.2137, 0.4516], [-0.3720, -0.3184, -0.0218], [0.2464, 0.3733, -0.1823], [-0.0872, -0.1220, 0.3111], [-0.2643, -0.2630, -0.1942], [0.0473, 0.1625, 0.0218], [0.0054, 0.0042, 0.0443], [-0.0132, 0.0075, 0.0124], [0.0112, 0.0097, 0.0010], [-0.0543, 0.0203, -0.0483], [0.0709, 0.0656, 0.0168], [0.0195, -0.0106, 0.0147], [-0.0457, -0.0464, -0.0842], [0.0251, 0.0003, 0.0012], [-0.0494, -0.0165, 0.0224], [-0.1670, -0.0194, -0.0531], [0.6018, 0.3095, -0.0670], [-0.1373, -0.1618, 0.2975], [0.3892, -0.0477, -0.6124], [0.0141, 0.0594, 0.2775], [-0.1383, 0.1082, 0.1403], [-0.0799, 0.2570, 0.0862], [-0.0046, -0.0813, -0.0104], [-0.0075, 0.0306, -0.0319], [0.0144, -0.0147, 0.0156], [0.0489, 0.0123, 0.0287], [0.0044, 0.0065, 0.0181], [-0.0063, -0.0003, 0.0464], [-0.0554, 0.0390, -0.0377], [-0.0586, 0.0120, -0.0033], [-0.0114, -0.0014, -0.0055], [-0.0355, -0.1415, 0.0090], [-0.0069, -0.0856, -0.2451], [0.0067, 0.1656, 0.1019], [-0.1702, -0.1358, -0.0629], [-0.0171, -0.1208, -0.0432], [0.0770, 0.1349, 0.0032], [0.4509, -0.3639, 0.6006], [-0.2458, 0.5122, -0.0433], [-0.3977, 0.0064, -0.2101], [-0.1735, 0.0738, 0.0237], [0.1567, -0.1365, 0.0636], [0.2082, 0.0334, 0.1841], [0.1334, 0.0325, -0.0236], [-0.0908, 0.0752, -0.1917], [0.1295, 0.1166, -0.2411], [-0.1048, -0.2145, 0.0832], [-0.0052, -0.0223, 0.1478], [-0.1899, -0.0202, 0.0880], [-0.0082, -0.0061, 0.0037], [-0.0031, -0.0397, 0.0405], [0.0135, 0.0248, 0.0384], [-0.0154, 0.0258, -0.0011], [0.0080, 0.0018, 0.0187], [0.0650, -0.0055, -0.0240], [-0.0085, 0.0335, 0.0049], [0.0031, 0.0160, -0.0101], [-0.0006, -0.0100, 0.0058], [-0.0220, 0.0550, -0.0425], [-0.0193, 0.0151, -0.0104], [-0.0032, -0.0038, -0.0167], [0.0007, 0.0181, -0.1060], [-0.0043, -0.0054, 0.0114], [-0.0316, -0.0013, -0.0133], [-0.0133, 0.0050, -0.0033], [-0.0228, -0.0034, 0.0006], [-0.0254, 0.0050, 0.0300], [0.0013, 0.0177, 0.0073], [0.0003, -0.0195, -0.0024], [0.0374, 0.0714, 0.0257], [-0.0062, 0.0022, -0.0075], [-0.0132, 0.0196, -0.0206], [0.0179, -0.0353, -0.0255], [0.0661, -0.0186, 0.0325], [-0.0171, 0.0301, -0.0037], [0.0316, 0.0599, -0.0165]], "lowdin_charge": [0.96, -0.10, -0.66, -0.11, -0.39, -0.39, 0.95, -0.39, -0.41, 0.89, -0.62, -0.11, -0.12, 0.06, 0.08, 0.06, 0.04, 0.03, 0.06, 0.03, 0.08, -0.02, -0.56, -0.07, -0.22, 0.70, -0.24, -0.23, -0.46, 0.00, 0.00, -0.01, 0.00, 0.00, 0.00, 0.00, 0.01, 0.00, -0.04, -0.05, -0.67, -0.05, -0.05, -0.18, -0.18, 0.33, -0.17, -0.66, -0.03, -0.03, -0.05, -0.17, -0.64, -0.03, -0.04, -0.05, 0.08, 0.05, 0.08, 0.08, 0.08, 0.03, 0.07, 0.08, 0.07, 0.07, 0.08, 0.08, 0.07, 0.08, 0.09, 0.08, 0.08, 0.07, 0.08, 0.08, 0.06, 0.08, 0.07, 0.08, 0.07, 0.08, 0.04], "s_squared": 2.0262, "de_lowest_ev": 0.4369, "total_energy_ha": -5125.330911, "max_force_ha_per_bohr": 0.016, "charge": -2, "multiplicity": 3}